Record 1
50
Properties=species:S:1:pos:R:3 method="wB97M-V/def2-TZVPD" energy_ev=-54670.1994 gap_ev="5.1641 / 5.1779" s2=0.755 spin_multiplicity=2 total_charge=-1 e_lumo_ev="2.793 / 2.792" homo_energy_ev="-2.37 / -2.39"
V -0.05033 -0.22239 -0.12392
C -1.73963 1.26767 -1.23724
C -0.41872 1.22603 -1.89903
C -0.18436 -0.07123 -2.43563
H 0.20617 2.10959 -2.11988
C -1.21120 -0.94644 -1.90879
C -2.11491 -0.17467 -1.10677
H -3.07602 -0.49896 -0.73363
H -2.52408 1.89214 -1.75142
H 0.61368 -0.36732 -3.11822
H -1.32270 -2.00828 -2.19367
C -0.23545 -0.17299 2.18169
C -1.35637 -0.89514 1.63865
C -0.86566 -2.09007 0.98184
H -2.42350 -0.66003 1.81427
C 0.56735 -2.09509 1.14270
C 0.93603 -0.94911 1.90667
H 1.96943 -0.71337 2.25345
H -0.28265 0.74623 2.76862
H -1.45230 -2.87335 0.52877
H 1.23442 -2.90729 0.80733
O 1.75615 0.98959 -0.11802
C 4.00357 -1.17393 -1.07439
C 4.21408 0.38627 -1.32192
C 3.05743 -1.84356 -2.03342
C 4.25941 -1.63515 0.33001
C 2.97099 1.32873 -0.78472
H 4.42234 0.55619 -2.37883
H 5.15064 0.67908 -0.81647
H 3.51315 2.13381 -0.12620
H 2.69847 2.00247 -1.68956
H 3.65031 -2.63889 -2.55089
H 2.60246 -1.12845 -2.75929
H 2.18489 -2.26759 -1.47435
H 5.06705 -2.40132 0.27621
H 3.31567 -2.03477 0.79013
H 4.52570 -0.76459 1.00414
O -0.99997 3.24580 0.29925
B -1.88781 2.20501 0.05877
O -2.93523 2.16481 0.97245
C -2.73753 3.29561 1.74117
C -3.69542 3.91563 2.49415
C -3.44936 5.25351 2.89510
C -2.24592 5.93042 2.48952
C -1.30476 5.27416 1.69322
C -1.54460 3.93561 1.32119
H -4.62928 3.43755 2.74226
H -4.14559 5.80468 3.46916
H -2.04846 6.92944 2.77594
H -0.40806 5.73823 1.30062



Record 2
50
Properties=species:S:1:pos:R:3 method="wB97M-V/def2-TZVPD" energy_ev=-40384.1480 de_lowest_kcal_mol=32.5 gap_ev="5.2570 / 5.2591" e_lumo_ev="-1.981 / -1.979" homo_energy_ev="-7.24 / -7.24"
Rh -0.36276 0.14805 0.06019
O 3.36250 -0.58233 1.50058
C 2.18536 -0.41915 1.29412
O 1.58328 -0.47886 0.15111
C 1.26671 -0.12564 2.44340
C 1.70899 -0.16496 3.76986
C 0.79326 -0.04638 4.77206
C -0.58099 0.07854 4.46513
C -1.60742 0.05074 5.43681
C -2.91461 0.16428 5.06701
C -3.25849 0.37556 3.71372
C -2.28972 0.44283 2.75826
C -0.93852 0.23595 3.10613
N 0.01802 0.13147 2.13616
H 2.76310 -0.30490 3.95960
H 1.10252 -0.06310 5.81010
H -1.33746 -0.10101 6.47441
H -3.69733 0.11274 5.81175
H -4.30103 0.46134 3.43642
H -2.52440 0.61141 1.71931
C 2.59089 2.32431 0.27464
C 1.21490 2.89211 0.15952
C 0.87597 4.22153 0.19898
C -0.52547 4.31656 0.00674
C -1.00382 3.04058 -0.13773
C -2.41131 2.60846 -0.38887
N 0.06085 2.17045 -0.04007
H 3.32314 3.10754 0.09133
H 2.74679 1.50875 -0.42930
H 2.78029 1.92255 1.27302
H 1.57890 5.02542 0.35236
H -1.13238 5.20770 -0.03463
H -3.01942 3.46890 -0.66199
H -2.85496 2.14830 0.49974
H -2.45692 1.86688 -1.18333
O -4.60781 0.62341 -1.19607
C -5.03825 -0.32033 -0.33074
C -6.37685 -0.35551 0.06155
C -6.82225 -1.28038 0.98655
C -5.94388 -2.22398 1.50423
C -4.62189 -2.20463 1.10801
C -4.13596 -1.24856 0.21409
C -2.65790 -1.16579 0.03439
O -1.89701 -1.74132 0.83283
O -2.16995 -0.39590 -0.88042
H -5.34535 1.18870 -1.45108
H -7.06796 0.36213 -0.36752
H -7.85697 -1.26197 1.30333
H -6.29189 -2.95708 2.21905
H -3.91596 -2.92334 1.50233



Record 3
109
Properties=species:S:1:pos:R:3 method="wB97M-V/def2-TZVPD" energy_ev=-65528.1900 gap_ev="8.1062 / 1.5440" s2=0.754 spin_multiplicity=2 e_lumo_ev="-0.719 / -7.281" homo_energy_ev="-8.82 / -8.82"
O -1.25306 0.04315 -1.93449
C -0.67302 0.59192 -1.09721
O -0.98519 0.70540 0.20329
B 0.11012 1.44075 0.94308
O 1.03869 1.83501 -0.11700
C 0.56045 1.47236 -1.29486
O 1.03416 1.74900 -2.35975
O 0.77062 0.43669 1.79652
C 0.56983 0.68790 3.04917
O 0.82691 -0.08415 3.95758
C -0.09022 2.10477 3.17212
O -0.31068 2.52796 1.86616
O -0.39521 2.64494 4.21354
C 1.34733 -3.21131 3.28491
O 1.77437 -4.02164 2.21127
H 0.67582 -2.37521 3.08963
H 0.79253 -3.84538 3.97646
H 2.12816 -2.64128 3.78836
H 1.36881 -4.86633 2.42009
C -3.07451 -2.26702 1.70270
O -2.36576 -3.30998 2.33575
H -3.66284 -1.65466 2.38606
H -2.41872 -1.48676 1.31636
H -3.69063 -2.61618 0.87409
H -1.43704 -3.38457 2.10442
C -3.29412 -1.76910 -3.72641
O -2.69175 -2.52258 -4.80352
H -4.38115 -1.82801 -3.78108
H -2.95066 -2.21681 -2.79384
H -3.24936 -0.70005 -3.93434
H -1.86836 -2.83470 -4.42112
C 3.37096 0.41064 -4.96050
O 3.88297 0.65250 -6.30789
H 3.32358 -0.64287 -4.68488
H 3.97362 0.83985 -4.16007
H 2.36191 0.81462 -4.87835
H 3.94948 1.60904 -6.35480
C -2.20964 1.70082 7.71742
C -2.86507 2.46686 6.55333
C -4.34903 2.94733 6.85867
O -2.13010 3.66561 6.43262
H -2.95997 0.95377 7.97628
H -2.09696 2.33492 8.59681
H -1.20547 1.41509 7.40419
H -2.69731 1.88527 5.64685
H -5.10488 2.16206 6.87059
H -4.74409 3.61179 6.09021
H -4.42383 3.48985 7.80111
H -1.57058 3.59117 5.65609
C 2.77044 4.78486 -2.18341
C 1.67571 5.30863 -1.16241
C 0.28229 5.06255 -1.72822
O 1.85057 4.54861 0.01688
H 3.70677 4.83904 -1.62802
H 2.71342 5.29277 -3.14615
H 2.71016 3.72330 -2.42328
H 1.76316 6.29494 -0.70674
H 0.14735 4.13247 -2.28034
H -0.00495 5.88152 -2.38768
H -0.43360 5.01853 -0.90745
H 1.58182 3.65667 -0.21509
C -0.86998 -2.49435 6.35039
C -2.17952 -1.82239 6.81836
C -2.85365 -0.92735 5.80927
O -3.12613 -2.82366 7.18824
H -1.02616 -3.20268 5.53677
H -0.52141 -3.12217 7.17041
H -0.11694 -1.85102 5.89525
H -2.06890 -1.13330 7.65563
H -2.07201 -0.20872 5.56287
H -3.70900 -0.38986 6.21863
H -3.22783 -1.44351 4.92516
H -3.05015 -3.47189 6.48422
C 1.14013 -3.30294 -2.02314
C 0.79487 -3.34864 -3.53498
C -0.16137 -4.49402 -3.87319
O 0.25690 -2.12352 -3.88945
H 1.58526 -4.24581 -1.70540
H 0.33791 -3.16895 -1.29746
H 1.94879 -2.58723 -1.87506
H 1.71864 -3.49470 -4.09482
H -0.19371 -4.65922 -4.95012
H -1.13217 -4.16670 -3.50102
H 0.23019 -5.40538 -3.42131
H -0.05589 -1.64338 -3.11924
C -1.31518 1.17568 -8.07985
C -1.29807 0.07898 -6.99675
C -0.41667 0.39192 -5.74125
O -2.61597 -0.23316 -6.52732
H -2.17781 1.06585 -8.73705
H -0.50920 1.08440 -8.80796
H -1.35798 2.20594 -7.72651
H -0.95990 -0.86670 -7.42035
H -0.91749 0.55394 -4.78678
H 0.27734 1.23196 -5.76942
H 0.33923 -0.35879 -5.51071
H -2.50123 -1.08769 -6.10517
C 4.29465 1.22710 -0.54190
C 4.13205 -0.32819 -0.64299
C 5.31116 -1.04253 -1.30799
O 4.07669 -0.89147 0.63813
H 5.07857 1.39534 0.19652
H 3.42299 1.75066 -0.14923
H 4.49528 1.59382 -1.54857
H 3.26803 -0.54458 -1.27127
H 5.45122 -0.65342 -2.31651
H 5.17714 -2.11861 -1.41835
H 6.22081 -0.79433 -0.76114
H 3.40224 -0.36109 1.06871



Record 4
71
Properties=species:S:1:pos:R:3 method="wB97M-V/def2-TZVPD" energy_ev=-205555.5460 de_lowest_kcal_mol=30.7 gap_ev=7.1292 total_charge=+1 e_lumo_ev=-3.891 homo_energy_ev=-11.02
Hf -0.18256 0.28862 0.41166
Br 0.28286 1.79838 3.11312
C -0.95768 0.33808 3.45163
C -1.70839 0.04337 4.57285
C -2.59765 -1.02157 4.48117
C -2.76009 -1.69375 3.27428
C -1.98562 -1.30166 2.19377
N -1.06439 -0.34492 2.32017
C -2.15382 -1.74468 0.73551
O -2.59208 -2.83258 0.45199
O -1.78564 -0.82488 -0.09691
H -1.60584 0.63024 5.47055
H -3.18562 -1.30225 5.33991
H -3.47451 -2.49043 3.15714
O 0.43098 0.02454 -1.74464
C -0.23629 -0.63845 -2.83125
C 0.21598 -2.08728 -2.95336
C -0.11078 -2.90380 -1.69319
C 0.87864 -2.81483 -0.56036
C 1.96915 -3.68546 -0.56025
C 2.79755 -3.77243 0.54264
C 2.49464 -2.99426 1.65173
C 1.43758 -2.11117 1.55817
N 0.65193 -1.98880 0.47485
H 1.39033 -0.02569 -1.91019
H -0.04020 -0.09572 -3.76425
H -1.30340 -0.58413 -2.59695
H 1.28815 -2.12886 -3.16645
H -0.31123 -2.53569 -3.79598
H -0.15149 -3.95624 -1.97964
H -1.10249 -2.62702 -1.33848
H 2.14534 -4.30566 -1.42627
H 3.63462 -4.45412 0.56061
H 3.07247 -3.05502 2.55876
H 1.18659 -1.47793 2.40462
C 5.16155 -0.40628 2.79530
C 4.83263 1.03301 3.17771
C 3.65493 1.11430 4.13162
O 4.63064 1.79617 1.98637
P 3.33249 2.20241 1.16246
S 2.18689 3.58805 2.02356
S 2.41420 0.42682 0.58421
O 3.98358 2.90156 -0.08189
C 5.20547 2.64487 -0.80586
C 5.24634 1.21679 -1.32370
C 6.43606 2.99543 0.01618
H 5.35514 -0.98342 3.69521
H 6.04617 -0.43989 2.16482
H 4.33328 -0.85232 2.24431
H 5.71103 1.50633 3.63665
H 2.81380 0.54708 3.73465
H 3.35159 2.14977 4.26943
H 3.93185 0.70271 5.09845
H 5.11876 3.34430 -1.64715
H 5.26592 0.51274 -0.49382
H 6.14159 1.07896 -1.92363
H 4.37313 1.01189 -1.94109
H 6.62418 2.24230 0.77508
H 6.29480 3.95500 0.50643
H 7.30181 3.05771 -0.63822
Cl -3.14452 1.43119 1.30323
C -2.38205 2.53245 0.22500
C -1.07088 2.22182 -0.13562
C -0.46730 3.14539 -0.99049
Cl 1.16258 2.82248 -1.43119
C -1.10473 4.28227 -1.48061
Cl -0.30131 5.34062 -2.56098
C -2.42734 4.53054 -1.10330
Cl -3.25470 5.89240 -1.71943
C -3.07530 3.64820 -0.23296
Cl -4.69967 3.92502 0.23030